The following is a quantum chemistry calculation of a cluster of 4 separate species, CH10O4 in total in a non-equilibrium geometry, from the Open Molecules 2025 dataset.

Computed properties:
**Multiplicity**: 1
**Total charge**: 0
**Energy relative to the best compared isomer or geometry (same formula, charge and spin)**: 12.44 kcal per mole
**Frontier orbital gap**: 0.4089 Eh
**SMILES**: CO.O.O.O

Element x y z (Å)
1 C 1.43 1.04 -0.56
2 O 1.49 0.66 0.81
3 H 2.50 1.13 -0.91
4 H 0.82 0.47 -1.31
5 H 1.01 2.01 -0.54
6 H 1.55 -0.32 0.84
7 H -2.54 -0.44 -1.47
8 H -1.71 0.03 -0.29
9 O -1.76 -0.72 -0.92
10 H -0.16 -1.84 0.44
11 H 0.26 -1.67 -0.96
12 O 0.59 -2.09 -0.15
13 H -1.84 1.22 1.69
14 H -0.42 1.04 1.24
15 O -1.33 1.16 0.83

The following is a quantum chemistry calculation of a cluster of 2 separate species, C3H7NO2S in total in a non-equilibrium geometry, from the Open Molecules 2025 dataset.

Computed properties:
**Multiplicity**: 1
**Total charge**: 0
**Energy relative to the best compared isomer or geometry (same formula, charge and spin)**: 165.89 kcal per mole
**Frontier orbital gap**: 0.2732 Eh

Element x y z (Å)
1 C 0.66 0.49 -2.08
2 C -0.38 -0.98 2.00
3 C -0.48 0.70 -0.31
4 N -0.27 1.68 0.50
5 O 0.86 2.12 0.74
6 O -0.24 -2.11 -0.47
7 S 0.42 -1.03 0.29
8 H 1.58 1.06 -1.90
9 H 0.05 1.08 -2.91
10 H 0.84 -0.55 -2.25
11 H 0.40 -1.06 2.71
12 H -1.05 -1.90 2.20
13 H -0.90 -0.03 2.08
14 H -1.50 0.54 -0.60

The following is a quantum chemistry calculation of a structure of composition C17H22AgBr2Cl2N5O2, from the Open Molecules 2025 dataset.

Computed properties:
**Multiplicity**: 1
**Total charge**: 0
**Energy relative to the best compared isomer or geometry (same formula, charge and spin)**: 43.07 kcal per mole
**Frontier orbital gap**: 0.2816 Eh

Element x y z (Å)
1 Ag 0.50 1.98 -1.49
2 N 0.06 2.36 1.12
3 C 1.44 1.91 1.37
4 C 1.78 1.60 2.82
5 C 0.89 0.55 3.48
6 C 0.81 -0.80 2.75
7 N -0.10 -0.85 1.60
8 C -1.41 -0.88 1.71
9 N -2.17 -0.84 0.62
10 N -2.01 -0.96 2.92
11 C 2.38 2.98 0.74
12 O 3.13 3.61 1.48
13 O 2.22 3.11 -0.52
14 H -0.02 3.36 1.28
15 H -0.62 1.92 1.72
16 H 1.61 1.01 0.77
17 H 1.80 2.52 3.40
18 H 2.81 1.22 2.83
19 H -0.12 0.93 3.65
20 H 1.29 0.35 4.48
21 H 0.52 -1.60 3.43
22 H 1.79 -1.08 2.37
23 H 0.25 -0.63 0.66
24 H -1.73 -0.67 -0.28
25 H -3.17 -0.74 0.69
26 H -1.46 -1.08 3.75
27 H -2.99 -1.13 2.98
28 Br -0.65 2.49 -4.18
29 C -2.45 2.02 -3.72
30 Br -2.85 2.11 -1.83
31 H -2.62 1.00 -4.04
32 H -3.11 2.72 -4.21
33 Cl -0.48 4.79 -1.25
34 C 0.64 6.16 -1.30
35 Cl 0.81 6.83 -2.93
36 H 1.61 5.80 -0.97
37 H 0.26 6.94 -0.65
38 N -0.01 -8.18 -2.19
39 C 0.02 -7.04 -2.08
40 C 0.06 -5.60 -1.94
41 C 0.00 -4.79 -3.06
42 C 0.03 -3.41 -2.92
43 C 0.13 -2.82 -1.66
44 C 0.20 -3.66 -0.54
45 C 0.17 -5.03 -0.67
46 C 0.14 -1.39 -1.52
47 C 0.18 -0.17 -1.45
48 H -0.08 -5.23 -4.05
49 H -0.02 -2.77 -3.80
50 H 0.30 -3.21 0.44
51 H 0.23 -5.67 0.20

The following is a quantum chemistry calculation of a structure of composition C34H60As2N2O9PRuSSi, from the Open Molecules 2025 dataset.

Computed properties:
**Multiplicity**: 5
**Total charge**: +3
**Frontier orbital gap (spin up / spin down)**: 0.2352 / 0.2123 Eh

Element x y z (Å)
1 Ru 1.53 -0.54 0.12
2 C 0.72 -1.33 -3.50
3 C 0.13 -2.12 -2.37
4 C -0.75 -3.17 -2.57
5 C -1.22 -3.89 -1.47
6 C -0.83 -3.58 -0.18
7 C 0.05 -2.53 -0.04
8 N 0.50 -1.83 -1.11
9 N 0.64 -1.94 1.08
10 Si 0.92 -2.80 2.67
11 C 1.60 -1.50 3.81
12 C -0.69 -3.40 3.37
13 C 2.03 -4.22 2.27
14 H 0.07 -1.33 -4.37
15 H 1.67 -1.79 -3.79
16 H 0.91 -0.30 -3.21
17 H -1.04 -3.44 -3.57
18 H -1.90 -4.72 -1.64
19 H -1.19 -4.14 0.67
20 H 0.79 -1.04 4.37
21 H 2.13 -0.72 3.26
22 H 2.29 -1.93 4.54
23 H -1.35 -2.59 3.70
24 H -0.42 -3.96 4.28
25 H -1.26 -4.10 2.76
26 H 2.86 -3.95 1.61
27 H 1.47 -5.02 1.78
28 H 2.46 -4.65 3.18
29 C 6.50 -1.67 0.53
30 C 5.06 -1.79 1.04
31 C 5.04 -2.19 2.52
32 P 3.99 -0.33 0.70
33 C 4.52 1.16 1.65
34 C 4.10 1.19 3.12
35 C 6.03 1.42 1.53
36 C 4.24 0.15 -1.06
37 C 4.22 -1.07 -1.99
38 C 3.09 1.11 -1.40
39 H 6.93 -2.67 0.45
40 H 7.12 -1.11 1.23
41 H 6.59 -1.20 -0.45
42 H 4.56 -2.58 0.46
43 H 5.67 -1.51 3.10
44 H 5.46 -3.19 2.63
45 H 4.04 -2.19 2.95
46 H 3.99 1.97 1.14
47 H 4.59 0.42 3.70
48 H 3.02 1.08 3.24
49 H 4.39 2.15 3.54
50 H 6.59 0.74 2.16
51 H 6.24 2.43 1.88
52 H 6.41 1.34 0.51
53 H 5.18 0.68 -1.18
54 H 3.34 -1.70 -1.82
55 H 5.10 -1.70 -1.87
56 H 4.19 -0.74 -3.03
57 H 2.07 0.62 -1.41
58 H 3.14 1.42 -2.44
59 H 3.03 1.99 -0.77
60 C -2.89 4.94 -0.10
61 O -3.06 4.02 1.01
62 C -3.19 2.72 0.86
63 O -3.16 1.97 1.81
64 C -3.32 2.09 -0.51
65 C -4.51 2.11 -1.13
66 As -5.11 1.11 -2.72
67 C -5.23 2.47 -4.11
68 C -3.43 0.23 -3.01
69 C -2.87 -0.09 -1.82
70 As -1.60 1.16 -0.94
71 C -1.03 2.45 -2.28
72 C -3.74 -0.78 -0.78
73 O -4.91 -0.98 -0.94
74 O -3.03 -1.12 0.28
75 C -3.78 -1.76 1.35
76 C -2.68 0.31 -4.33
77 O -1.54 0.68 -4.35
78 O -3.30 -0.09 -5.41
79 C -4.57 -0.81 -5.39
80 C -5.61 3.08 -0.70
81 O -5.62 4.16 -1.22
82 O -6.53 2.68 0.14
83 C -6.49 1.38 0.78
84 H -3.44 5.84 0.17
85 H -3.29 4.54 -1.02
86 H -1.83 5.17 -0.18
87 H -5.54 3.39 -3.61
88 H -5.97 2.17 -4.85
89 H -4.26 2.62 -4.59
90 H -1.81 2.74 -2.98
91 H -0.17 2.05 -2.83
92 H -0.72 3.32 -1.71
93 H -3.04 -2.07 2.07
94 H -4.33 -2.62 0.96
95 H -4.47 -1.04 1.79
96 H -5.40 -0.11 -5.35
97 H -4.61 -1.52 -4.57
98 H -4.61 -1.34 -6.33
99 H -7.12 1.47 1.65
100 H -5.47 1.13 1.08
101 H -6.90 0.63 0.11
102 C 1.07 3.55 2.54
103 S 0.16 2.23 1.78
104 C -0.55 1.49 3.23
105 O 1.25 1.25 1.30
106 H 0.35 4.23 2.99
107 H 1.62 4.07 1.76
108 H 1.75 3.15 3.29
109 H -1.29 2.19 3.64
110 H 0.24 1.27 3.95
111 H -1.07 0.59 2.91

The following is a quantum chemistry calculation of the molecule C6H12O, from the Open Molecules 2025 dataset.

Computed properties:
**Multiplicity**: 1
**Total charge**: 0
**Energy relative to the best compared isomer or geometry (same formula, charge and spin)**: 26.65 kcal per mole
**Frontier orbital gap**: 0.4083 Eh
**SMILES**: C[C@@H]1C[C@@H]1[C@@H](C)O

Element x y z (Å)
1 C 2.53 0.19 0.15
2 C 1.11 -0.35 0.04
3 O 0.90 -1.07 1.25
4 C 0.08 0.77 -0.13
5 C -0.90 0.89 -1.27
6 C -1.39 0.56 0.11
7 C -2.02 -0.80 0.35
8 H 2.90 0.59 -0.79
9 H 3.18 -0.63 0.48
10 H 2.57 0.97 0.92
11 H 1.05 -1.04 -0.82
12 H 0.11 -1.60 1.14
13 H 0.45 1.74 0.23
14 H -0.95 0.08 -1.99
15 H -1.11 1.87 -1.68
16 H -1.87 1.36 0.67
17 H -1.57 -1.58 -0.27
18 H -3.08 -0.76 0.08
19 H -1.97 -1.11 1.40